# 1
Molecular formula: C16H23N3O2
Method: DFT, ωB97M-V/def2-TZVPD

```
! wB97M-V def2-TZVPD RIJCOSX def2/J DEFGRID3
* xyz 0 1
C -6.888 -0.803 1.152
C -5.807 0.057 1.734
C -4.516 -0.001 1.233
C -3.512 0.794 1.774
C -3.810 1.654 2.829
C -5.096 1.712 3.329
C -6.092 0.920 2.786
H -7.097 0.970 3.180
H -5.322 2.381 4.146
H -3.033 2.274 3.254
N -2.193 0.776 1.302
C -1.641 0.031 0.301
O -2.241 -0.779 -0.367
C -0.160 0.337 0.119
H 0.376 0.060 1.030
H -0.041 1.411 -0.034
C 0.426 -0.456 -1.049
N 1.876 -0.450 -1.017
C 2.451 -1.566 -1.744
C 3.957 -1.630 -1.501
H 4.139 -1.750 -0.433
H 4.376 -2.492 -2.024
C 4.621 -0.331 -1.972
C 6.107 -0.383 -1.641
O 6.593 0.070 -0.631
N 6.856 -1.014 -2.578
H 6.456 -1.417 -3.406
H 7.842 -1.133 -2.412
C 3.943 0.836 -1.260
C 2.438 0.800 -1.496
H 2.229 0.941 -2.575
H 1.971 1.624 -0.954
H 4.149 0.757 -0.192
H 4.350 1.783 -1.616
H 4.494 -0.230 -3.055
H 2.256 -1.488 -2.831
H 1.988 -2.488 -1.383
H 0.026 -0.064 -2.000
H 0.081 -1.488 -0.952
H -1.572 1.408 1.790
H -4.280 -0.664 0.418
H -7.729 -0.191 0.830
H -6.517 -1.366 0.300
H -7.254 -1.505 1.900
*
```

## Properties
**Orbital gap**: 9.14 eV
**HOMO energy**: -8.42 eV
**Total energy**: -25532.1607 eV
**Structure (SMILES)**: Cc1cccc(NC(=O)CCN2CCC(C(N)=O)CC2)c1

# 2
Molecular formula: C16H23N3O4SZn
Method: DFT, ωB97M-V/def2-TZVPD

```
! wB97M-V def2-TZVPD RIJCOSX def2/J DEFGRID3
* xyz 0 1
Zn 1.969 -1.897 0.543
O -1.709 -2.868 1.867
C -0.528 -2.768 1.574
O -0.043 -2.370 0.444
C 0.537 -3.112 2.632
C 0.364 -3.564 3.927
C 1.506 -3.737 4.709
C 2.777 -3.482 4.199
C 2.866 -3.034 2.892
N 1.758 -2.868 2.195
C 4.131 -2.654 2.087
O 5.216 -2.789 2.616
O 3.888 -2.219 0.889
H -0.629 -3.763 4.304
H 1.402 -4.069 5.734
H 3.674 -3.612 4.787
C 1.535 3.103 -2.745
C 0.638 2.599 -3.879
C -0.423 1.572 -3.468
C 0.106 0.170 -3.138
N 0.899 0.087 -1.916
C 0.461 0.307 -0.669
S 1.659 0.458 0.574
N -0.835 0.425 -0.448
C -1.479 0.508 0.862
C -2.203 1.834 1.094
C -3.565 1.968 0.408
C -3.503 2.167 -1.107
H 2.086 3.986 -3.067
H 2.270 2.364 -2.430
H 0.942 3.376 -1.870
H 1.256 2.179 -4.679
H 0.111 3.458 -4.299
H -1.134 1.456 -4.289
H -0.978 1.965 -2.612
H 0.749 -0.178 -3.946
H -0.728 -0.534 -3.068
H 1.900 0.100 -2.004
H -1.446 0.215 -1.222
H -0.700 0.386 1.607
H -2.167 -0.333 0.961
H -1.550 2.656 0.783
H -2.350 1.930 2.172
H -4.080 2.826 0.847
H -4.171 1.087 0.636
H -2.772 2.937 -1.364
H -4.471 2.484 -1.496
H -3.237 1.246 -1.631
*
```

## Properties
**Orbital gap**: 9.26 eV
**HOMO energy**: -9.21 eV
**Total energy**: -88881.9481 eV

# 3
Molecular formula: C16H23N4O2S3
Method: DFT, ωB97M-V/def2-TZVPD

```
! wB97M-V def2-TZVPD RIJCOSX def2/J DEFGRID3
* xyz 1 1
O -1.930 -2.615 1.878
O 3.820 4.922 -1.227
N -0.437 -0.977 -1.044
N 1.111 0.812 -2.903
S -2.334 -1.575 -2.681
S 0.555 1.365 -5.371
C -1.079 -2.088 1.137
C 4.270 5.127 -2.326
C -0.832 -0.739 -2.308
C 1.557 1.477 -3.928
C -2.467 -2.094 -1.028
C -0.571 0.383 -4.479
C -1.374 -1.690 -0.291
C -0.097 0.152 -3.214
N 3.682 4.547 -3.418
N 0.176 -1.859 1.667
S -1.322 -0.291 5.963
C 5.391 6.112 -2.565
C -3.146 -0.286 6.155
C -0.722 -1.352 7.334
C 2.766 2.373 -3.799
C 2.435 3.767 -3.352
C 0.630 -2.355 2.957
C -1.021 -1.356 4.479
C 0.427 -1.342 4.094
H -3.271 -2.712 -0.658
H -1.490 -0.035 -4.858
H 4.101 4.691 -4.344
H 0.881 -1.505 1.017
H 6.262 5.563 -2.922
H 5.127 6.829 -3.315
H 5.617 6.651 -1.636
H -3.611 0.324 5.355
H -3.510 -1.306 6.091
H -3.517 0.089 7.134
H -0.933 -2.372 7.183
H 0.381 -1.287 7.394
H -1.221 -1.071 8.266
H 3.322 2.376 -4.729
H 3.448 1.918 -3.086
H 2.075 3.733 -2.324
H 1.640 4.200 -3.949
H 1.686 -2.584 2.860
H 0.161 -3.312 3.207
H -1.583 -0.902 3.629
H -1.411 -2.352 4.671
H 0.689 -0.334 3.745
H 1.063 -1.620 4.941
*
```

## Properties
**Orbital gap**: 8.20 eV
**HOMO energy**: -10.58 eV
**Total energy**: -59520.4976 eV

# 4
Molecular formula: C16H23N7
Method: DFT, ωB97M-V/def2-TZVPD

```
! wB97M-V def2-TZVPD RIJCOSX def2/J DEFGRID3
* xyz 0 1
C -3.179 -3.486 -3.754
C -2.174 -3.063 -2.790
N -1.387 -2.748 -2.019
H -3.632 -2.617 -4.230
H -3.952 -4.059 -3.246
H -2.706 -4.083 -4.531
C 3.797 -1.623 0.572
C 3.736 -2.496 1.746
N 3.697 -3.178 2.666
H 4.281 -2.192 -0.222
H 4.331 -0.712 0.823
H 2.785 -1.407 0.240
C -3.184 -3.072 1.172
C -3.701 -3.999 0.179
N -4.087 -4.668 -0.669
H -2.485 -2.414 0.659
H -2.662 -3.582 1.979
H -3.991 -2.473 1.585
C 1.068 3.720 -0.785
C -0.126 3.148 -1.396
N -1.072 2.687 -1.855
H 1.947 3.560 -1.405
H 1.227 3.289 0.200
H 0.937 4.798 -0.688
C -0.580 -0.189 0.086
C 0.540 0.324 0.854
N 1.421 0.771 1.441
H -1.518 0.087 0.565
H -0.507 -1.244 -0.158
H -0.556 0.353 -0.864
C -6.056 -0.726 -1.251
C -4.915 -0.324 -0.426
N -4.018 -0.028 0.228
H -5.834 -1.676 -1.731
H -6.261 0.048 -1.985
H -6.912 -0.852 -0.589
N 3.565 2.884 1.877
C 4.053 3.463 3.009
C 5.256 4.043 2.709
C 5.509 3.778 1.336
C 4.458 3.048 0.851
H 2.760 2.274 1.839
H 3.515 3.422 3.940
H 5.901 4.625 3.343
H 6.402 4.036 0.788
H 4.307 2.551 -0.092
*
```

## Properties
**Orbital gap**: 8.51 eV
**HOMO energy**: -8.13 eV
**Total energy**: -27394.0308 eV
**Structure (SMILES)**: c1cc[nH]c1.CC#N.CC#N.CC#N.CC#N.CC#N.CC#N

# 5
Molecular formula: C16H23N7O3
Method: DFT, ωB97M-V/def2-TZVPD

```
! wB97M-V def2-TZVPD RIJCOSX def2/J DEFGRID3
* xyz 0 1
O 2.482 -0.293 -2.469
O -0.133 -3.532 5.691
O 0.346 -0.915 1.584
N -2.025 -0.893 -1.702
N -2.926 4.123 -4.606
C 1.643 -0.763 -1.715
C -0.322 -3.702 4.494
C 0.512 -0.545 2.742
C -0.853 -1.264 -1.235
C 0.225 -0.629 -1.960
C -0.373 0.128 -2.903
C -2.255 5.072 -3.933
C -2.278 2.998 -4.946
C -0.913 4.923 -3.575
C -0.236 3.756 -3.918
C -0.935 2.768 -4.619
N 2.127 -1.392 -0.613
N -1.731 -0.031 -2.720
N 0.507 0.763 3.018
N 0.330 0.884 -3.819
N 0.083 -2.844 3.561
C -1.054 -4.932 4.010
C 0.709 1.398 4.321
C -0.267 1.481 -5.015
C 2.284 -1.878 3.970
C 0.781 -1.588 3.844
H -0.721 -1.969 -0.420
H -2.774 5.984 -3.656
H -2.826 2.238 -5.492
H -0.415 5.715 -3.027
H 0.805 3.611 -3.636
H 1.485 -1.444 0.178
H 3.109 -1.214 -0.437
H -2.427 0.481 -3.258
H 0.336 1.362 2.224
H 1.347 0.725 -3.790
H -0.130 -3.043 2.595
H -1.958 -4.627 3.487
H -1.318 -5.546 4.871
H -0.408 -5.498 3.342
H 0.623 2.481 4.217
H 1.702 1.163 4.708
H -0.047 1.058 5.031
H 0.512 1.684 -5.758
H -0.980 0.786 -5.473
H 2.455 -2.581 4.788
H 2.661 -2.308 3.041
H 2.823 -0.955 4.182
H 0.418 -1.196 4.795
*
```

## Properties
**Orbital gap**: 8.49 eV
**HOMO energy**: -8.04 eV
**Total energy**: -33539.6316 eV
**Structure (SMILES)**: NC(=O)c1cn[nH]c1NCc1cccnc1.CNC(=O)[C@H](C)NC(C)=O

# 6
Molecular formula: C16H23NO12
Method: DFT, ωB97M-V/def2-TZVPD

```
! wB97M-V def2-TZVPD RIJCOSX def2/J DEFGRID3
* xyz 0 1
C 24.213 9.626 23.932
C 24.988 10.183 25.120
O 24.992 9.059 26.023
C 23.960 8.251 25.730
O 23.553 7.371 26.413
O 23.464 8.552 24.494
H 24.859 9.248 23.133
H 23.514 10.319 23.473
H 24.476 11.029 25.568
H 26.028 10.432 24.937
C 21.251 13.104 18.226
C 20.114 12.076 18.236
O 19.194 12.627 19.178
C 19.828 13.526 19.956
O 19.376 14.025 20.930
O 21.052 13.823 19.439
H 21.225 13.790 17.381
H 22.226 12.615 18.238
H 20.406 11.087 18.584
H 19.645 11.982 17.259
C 24.355 13.724 20.480
C 25.037 14.945 21.114
O 25.009 14.635 22.512
C 24.723 13.334 22.695
O 24.759 12.759 23.733
O 24.341 12.762 21.530
H 24.947 13.342 19.651
H 23.336 13.928 20.159
H 24.465 15.865 21.014
H 26.045 15.097 20.734
C 16.224 15.558 26.957
C 16.714 14.508 25.972
O 18.135 14.622 26.050
C 18.448 15.816 26.625
O 19.552 16.242 26.694
O 17.342 16.435 27.074
H 16.013 15.107 27.928
H 15.354 16.103 26.603
H 16.417 14.686 24.935
H 16.387 13.499 26.216
C 20.795 10.835 23.071
C 20.110 11.976 23.820
C 21.068 12.755 24.724
C 21.665 11.879 25.742
N 22.105 11.191 26.548
H 21.537 11.286 22.398
H 20.065 10.366 22.408
H 21.296 10.094 23.689
H 19.227 11.644 24.367
H 19.742 12.683 23.071
H 20.541 13.528 25.290
H 21.860 13.245 24.161
*
```

## Properties
**Orbital gap**: 10.27 eV
**HOMO energy**: -10.16 eV
**Total energy**: -43025.1559 eV
**Structure (SMILES)**: O=C1OCCO1.O=C1OCCO1.O=C1OCCO1.O=C1OCCO1.CCCC#N

# 7
Molecular formula: C16H24AgF2NO11
Method: DFT, ωB97M-V/def2-TZVPD

```
! wB97M-V def2-TZVPD RIJCOSX def2/J DEFGRID3
* xyz -1 2
Ag 0.371 1.123 0.454
F 1.415 2.514 -1.042
F 1.784 2.356 1.786
N -0.768 4.462 0.986
O -1.660 5.270 1.154
O -0.949 3.257 1.095
O 0.316 4.916 0.781
O 2.354 -0.089 0.265
C 3.460 -0.323 -0.009
O 3.834 -1.180 -1.033
C 5.285 -1.326 -1.079
C 5.738 -0.838 0.276
C 4.722 0.180 0.648
H 5.726 -0.686 -1.844
H 5.577 -2.372 -1.177
H 6.768 -0.485 0.232
H 5.895 -1.604 1.035
H 4.804 1.124 0.110
H 4.591 0.337 1.718
O -1.024 0.489 2.359
C -1.097 -0.263 3.379
O -0.581 0.092 4.552
C -0.662 -0.978 5.458
C -1.791 -1.836 4.853
C -1.751 -1.650 3.324
H -0.987 -0.664 6.450
H 0.322 -1.446 5.471
H -2.719 -1.463 5.287
H -1.657 -2.841 5.254
H -2.730 -1.674 2.847
H -1.126 -2.210 2.628
O -1.241 1.220 -1.173
C -1.624 1.830 -2.183
O -1.752 1.231 -3.334
C -1.948 2.103 -4.443
C -1.638 3.471 -3.896
C -1.917 3.302 -2.371
H -3.000 2.077 -4.724
H -1.347 1.769 -5.290
H -2.259 4.295 -4.249
H -0.640 3.845 -4.121
H -2.967 3.452 -2.120
H -1.301 3.862 -1.668
O -0.565 -0.922 -0.043
C -1.180 -1.836 -0.599
O -1.423 -2.933 0.137
C -1.998 -4.002 -0.655
C -2.219 -3.449 -2.088
C -1.754 -1.966 -1.976
H -2.910 -4.432 -0.243
H -1.282 -4.805 -0.829
H -3.256 -3.460 -2.424
H -1.670 -3.867 -2.932
H -2.491 -1.191 -2.185
H -1.077 -1.788 -2.811
*
```

## Properties
**Orbital gap (alpha / beta)**: 5.20 / 5.16 eV
**HOMO energy (alpha / beta)**: -2.99 / -2.96 eV
**Total energy**: -50421.0908 eV

# 8
Molecular formula: C16H24AgFNO11
Method: DFT, ωB97M-V/def2-TZVPD

```
! wB97M-V def2-TZVPD RIJCOSX def2/J DEFGRID3
* xyz 0 2
Ag 1.545 0.644 0.117
F 4.263 1.903 0.263
N -1.280 2.057 3.600
O -1.864 3.098 3.375
O -0.215 1.865 3.033
O -1.781 1.157 4.170
O 3.131 -0.967 -3.221
C 3.857 -1.061 -4.222
O 3.487 -1.666 -5.400
C 4.551 -1.582 -6.322
C 5.824 -1.426 -5.466
C 5.320 -0.591 -4.330
H 4.487 -0.580 -6.746
H 4.508 -2.368 -7.075
H 6.582 -1.082 -6.169
H 6.066 -2.430 -5.118
H 5.202 0.435 -4.681
H 5.985 -0.743 -3.481
O -2.447 -1.002 -0.031
C -3.525 -1.417 0.326
O -3.636 -2.441 1.161
C -4.977 -2.846 1.284
C -5.936 -2.080 0.293
C -4.892 -0.943 -0.118
H -5.323 -2.810 2.317
H -5.105 -3.928 1.268
H -6.857 -1.756 0.778
H -6.315 -2.743 -0.485
H -4.988 0.030 0.363
H -5.000 -0.652 -1.163
O 2.369 -2.352 2.772
C 2.523 -2.807 3.941
O 3.426 -3.834 4.136
C 3.434 -4.321 5.516
C 2.619 -3.311 6.197
C 1.797 -2.527 5.235
H 4.407 -4.657 5.874
H 2.829 -5.225 5.459
H 3.340 -2.555 6.510
H 2.307 -3.678 7.175
H 1.906 -1.452 5.380
H 0.708 -2.580 5.201
O -0.644 3.901 -1.417
C -1.624 4.529 -1.676
O -2.610 4.096 -2.367
C -3.749 4.922 -2.489
C -3.339 6.168 -1.633
C -1.841 5.957 -1.342
H -4.587 4.428 -1.998
H -3.875 5.257 -3.518
H -4.007 6.241 -0.774
H -3.387 7.060 -2.257
H -1.545 6.142 -0.309
H -1.125 6.524 -1.936
*
```

## Properties
**Orbital gap (alpha / beta)**: 6.55 / 3.14 eV
**HOMO energy (alpha / beta)**: -7.56 / -7.56 eV
**Total energy**: -47699.3515 eV

# 9
Molecular formula: C16H24AlO8
Method: DFT, ωB97M-V/def2-TZVPD

```
! wB97M-V def2-TZVPD RIJCOSX def2/J DEFGRID3
* xyz 3 1
Al 0.207 -0.322 -0.506
O -1.327 -2.649 -0.803
C -2.051 -3.480 -1.349
O -1.630 -4.682 -1.615
C -2.511 -5.361 -2.553
C -3.467 -4.293 -3.081
C -3.414 -3.217 -1.960
H -3.035 -6.199 -2.095
H -1.914 -5.804 -3.348
H -4.513 -4.590 -3.132
H -3.164 -3.876 -4.038
H -4.145 -3.501 -1.193
H -3.612 -2.207 -2.301
O 1.973 1.716 -1.363
C 2.416 2.683 -1.958
O 2.392 3.889 -1.444
C 3.231 4.784 -2.233
C 3.247 4.152 -3.614
C 3.256 2.673 -3.232
H 4.221 4.786 -1.773
H 2.896 5.817 -2.218
H 4.107 4.438 -4.215
H 2.331 4.402 -4.149
H 4.259 2.354 -2.936
H 2.816 2.010 -3.973
O -0.389 2.291 0.079
C -0.413 3.207 0.892
O -1.535 3.760 1.253
C -1.261 4.851 2.170
C 0.165 5.263 1.852
C 0.783 3.874 1.557
H -1.330 4.532 3.212
H -1.972 5.665 2.051
H 0.667 5.771 2.675
H 0.244 5.922 0.988
H 1.066 3.293 2.437
H 1.627 4.000 0.887
O -0.447 -1.837 1.739
C -0.272 -2.848 2.415
O -0.832 -3.976 2.138
C -0.506 -5.021 3.123
C 0.232 -4.313 4.265
C 0.493 -2.889 3.718
H 0.087 -5.760 2.593
H -1.462 -5.440 3.427
H 1.171 -4.801 4.509
H -0.403 -4.254 5.143
H 1.553 -2.691 3.544
H 0.162 -2.123 4.417
*
```

## Properties
**Orbital gap**: 2.96 eV
**HOMO energy**: -18.70 eV
**Total energy**: -39925.5820 eV